Entry 1:
C9H17N3O3 | the ωB97M-V functional and the def2-TZVPD basis

Atoms and positions in Å:
O: -0.71251 1.04850 3.06603
H: 2.61096 2.97022 -1.26785
O: 0.76908 -1.61359 1.11839
C: -1.09926 -0.65949 -2.80894
H: -0.99966 -1.71675 3.27986
H: -1.83819 2.62005 2.36049
N: -1.55291 1.70555 2.06694
C: 2.30566 2.24107 -0.51814
H: 4.12020 1.58670 0.47459
C: -0.57010 -0.60375 -1.33235
C: 3.07868 1.75035 0.45844
C: -1.29766 -1.37338 -0.22995
H: -2.37143 -1.12970 -0.20304
H: -1.15472 -0.18246 2.69638
H: 0.38661 -2.04386 -3.35627
C: -0.21876 1.48795 1.83296
H: -2.16091 -0.61111 -2.89249
C: 2.29736 1.47397 1.67370
H: 2.39041 0.47899 2.03028
H: -0.48905 0.15465 -3.28523
H: -0.76019 -1.64987 -4.58213
H: -2.16441 -1.61282 2.22452
H: -1.24820 -2.75563 -3.48069
H: -0.62904 0.41230 -1.05813
N: -0.62011 -1.97274 -3.56029
H: -1.20479 -2.42573 -0.38465
C: 0.90987 1.67511 1.18267
C: -0.42757 -1.39314 1.05567
H: 0.42332 -0.85893 -1.40204
O: 0.95437 2.22064 -0.10748
N: -1.26259 -1.28948 2.38995
H: 2.53551 2.06637 2.55883

Values from the calculation:
E_HOMO   -14.39 eV
Total charge   +2
Energy relative to the best compared isomer or geometry (same formula, charge and spin)   36.3 kcal per mole

Results of the Mulliken charge analysis, in e, for atoms 1 through 8:
1. O -0.439
2. H 0.403
3. O -0.446
4. C -0.895
5. H 0.407
6. H 0.306
7. N -0.331
8. C -0.501

Entry 2:
C3H6BrN2OP | the ωB97M-V functional and the def2-TZVPD basis

Atoms and positions in Å:
H: -2.23190 2.35481 0.46993
H: -2.37199 0.76131 1.10081
N: 1.22418 -1.93862 0.97922
C: -1.79809 1.36411 0.25362
C: -0.36594 1.24323 0.20912
P: 1.90365 -2.82166 -0.49912
H: 0.13092 1.55481 1.12387
H: -2.22019 0.98618 -0.69925
Br: 3.82216 -1.57777 -0.40890
O: 1.27516 -2.20913 -1.68247
H: -0.06534 2.02067 -0.50203
C: 0.05623 -0.18771 -0.05544
H: -0.01809 -0.63594 -1.04211
N: 0.65924 -0.91429 0.75275

Values from the calculation:
E_HOMO   -9.54 eV
Total charge   0
Energy relative to the best compared isomer or geometry (same formula, charge and spin)   43.1 kcal per mole

Results of the Mulliken charge analysis, in e, for atoms 1 through 8:
1. H 0.354
2. H 0.266
3. N -0.760
4. C -1.113
5. C -0.358
6. P 0.429
7. H 0.290
8. H 0.294

Entry 3:
C23H25CuN7O | the ωB97M-V functional and the def2-TZVPD basis

Atoms and positions in Å:
C: -3.06300 -2.88701 -3.82124
N: -1.24947 3.29492 0.57248
C: 2.86987 -1.02833 3.66824
C: -1.15304 -1.24855 2.62403
H: 2.13197 -1.39605 -2.33464
H: 0.08337 4.89163 0.82003
N: -2.59561 -1.98378 -1.68039
C: 2.03836 -1.21101 0.95907
H: -2.68384 3.36011 -0.94636
H: -2.52465 -0.83014 -3.37298
H: -3.15282 -2.72318 -4.88559
C: 0.48478 -1.05262 4.35918
H: -0.04953 1.48675 -2.55598
H: 1.75903 1.52928 -0.97703
Cu: -0.36000 -0.85473 -0.34217
H: -1.73223 1.44145 -1.97094
C: 0.10513 3.79989 0.81239
C: -3.28483 -4.13992 -3.26608
N: 1.04967 3.34764 -0.21266
H: -1.62438 -1.08206 4.72363
H: 0.44720 3.44589 1.78714
C: -1.68306 3.75093 -0.74923
C: -0.73371 1.83896 -1.78017
O: -2.28705 -0.95995 -0.93290
H: -0.85495 1.48014 1.53400
C: 3.86521 -1.14638 -1.09349
H: 0.76731 -0.93872 5.39940
H: 4.85001 -0.95744 2.88501
H: -2.65989 -3.22592 -0.05139
C: 4.33700 -1.04331 0.21489
C: 3.79388 -1.02370 2.65191
C: -1.19535 1.83509 0.55909
H: 1.25215 3.45830 -2.29000
C: 1.49757 -1.10385 3.37830
H: 5.39137 -0.92616 0.43022
H: 1.40941 1.52966 0.76106
C: -2.80395 -3.19227 -1.12069
N: 1.59514 -1.30270 -0.32418
C: -3.14820 -4.27706 -1.89103
H: -2.19137 1.43217 0.36302
H: 0.54419 4.89660 -1.52478
C: 2.51436 -1.28138 -1.32775
H: -2.18384 -1.32038 2.29200
C: 1.07351 -1.20427 2.01953
C: 3.40937 -1.09505 1.28840
H: 3.18688 -0.96686 4.70296
N: -0.27383 1.32896 -0.47858
H: -1.72169 4.84202 -0.75595
H: 4.54873 -1.12907 -1.93304
N: -0.23987 -1.27842 1.67871
C: 1.06565 1.88538 -0.21242
C: -0.83290 -1.12546 3.98722
C: -2.72018 -1.82887 -3.01441
C: 0.56450 3.80491 -1.51553
N: -0.77962 3.29900 -1.81193
H: -3.54736 -4.98324 -3.88793
H: -3.30541 -5.23187 -1.41045

Values from the calculation:
E_HOMO (spin up / spin down)   -4.01 / -6.84 eV
Expectation value of S²   0.78
Total charge   0
Spin multiplicity   2
Energy relative to the best compared isomer or geometry (same formula, charge and spin)   8.5 kcal per mole

Results of the Mulliken charge analysis, in e, for atoms 1 through 8:
1. C -0.796
2. N 0.077
3. C -0.907
4. C -0.050
5. H 0.379
6. H 0.335
7. N 0.270
8. C 0.194

Entry 4:
C32H52AsFeN2OP2S3Se | the ωB97M-V functional and the def2-TZVPD basis

Atoms and positions in Å:
H: 0.26878 2.05907 4.49044
H: -1.67975 -3.43068 -3.63062
H: 4.10591 -2.20983 5.32358
C: 2.95469 1.55299 -3.47535
C: 4.69271 -2.23186 4.40274
H: -3.62149 1.19482 -1.63743
C: 0.33881 0.99576 4.23930
H: -3.28588 -0.06337 -4.32490
N: -0.99309 0.64929 -0.22121
O: -1.33190 -4.74879 -0.27827
H: 0.26924 1.35453 2.13780
H: -2.26784 0.96134 3.77349
C: -2.14690 -1.97085 3.80542
S: 0.79482 -3.28815 -0.02421
H: -2.60211 -1.67868 -4.14221
C: -2.15038 -5.92377 -0.16471
C: -1.73771 1.27988 2.87066
H: 4.19952 -1.00095 -0.07152
H: -1.73581 2.37273 2.85195
C: 1.37385 0.02907 -2.43360
H: -5.63690 -2.46651 -0.59247
C: -0.63880 -2.09254 3.54771
C: -4.67018 -0.51552 1.82141
H: 2.87398 3.19302 -4.88989
H: -0.43989 1.95431 -3.08078
C: -3.89593 1.14989 -0.58378
H: -3.19005 1.73024 0.00471
C: 2.50530 -1.56284 3.32720
C: 1.98476 0.17646 -1.18604
P: -0.10787 -1.00126 -2.46715
H: -1.81671 -6.68552 -0.86330
H: -2.42505 -1.03710 4.29482
H: -3.15454 -5.58415 -0.40921
H: -2.03272 1.65934 -2.42671
H: -5.31226 -1.42452 -1.99158
C: 0.30096 -2.45414 -3.56885
H: 4.36374 2.41952 -2.10883
C: 1.73898 -1.14179 2.24079
C: 1.86879 0.70161 -3.55128
H: -0.95096 -3.92408 2.43485
H: 0.16524 -2.08186 -4.58646
C: -0.73153 1.79853 -0.18457
H: -3.10780 -0.78821 -2.71587
H: -4.64485 -1.48844 2.31242
H: -5.70121 -0.17105 1.72928
H: 0.73101 -3.69968 2.89702
C: 2.33379 -0.90859 1.00145
C: -5.51107 -1.43474 -0.92015
Se: -0.46574 3.54680 -0.17053
H: 3.42332 1.66887 -5.58472
C: 1.75603 -2.91564 -3.41226
H: 1.95538 -3.25145 -2.40128
As: -3.97905 -0.69146 0.01236
H: -6.40931 -0.85710 -0.70472
H: 2.02204 -1.76282 4.28278
H: -0.76327 -0.12526 -4.54218
C: 3.52955 1.73125 -2.21698
C: 3.71505 -1.12399 0.88554
Fe: -0.29376 -1.21546 -0.10267
H: -2.29823 0.94359 2.00089
C: -1.25237 -0.02837 -3.57407
C: 3.87223 -1.75843 3.22554
H: -0.47117 -4.16403 4.11792
C: 3.46497 2.29378 -4.68958
C: 3.06358 1.07104 -1.09670
H: -0.30361 -4.50630 -3.88360
S: 0.70557 -6.19472 0.55742
H: 5.57440 -1.60416 4.55436
H: -2.10253 -6.32484 0.84426
H: 1.39275 0.71477 4.26847
C: -0.29065 0.76968 2.86856
H: 1.38018 0.56079 -4.51538
H: 5.52328 -1.70791 1.85554
S: -2.45006 -2.09096 -0.12642
P: -0.06005 -0.94826 2.22709
H: 5.04417 -3.25885 4.25877
H: -0.10867 -1.78153 4.44822
H: 2.46975 -2.12800 -3.65871
H: -1.84266 1.94630 -4.15600
H: -0.66652 -3.90218 -2.26742
H: -4.91542 1.51827 -0.44131
C: -0.03926 -4.80732 0.07297
H: -4.09117 0.20089 2.40010
C: -0.29498 -3.55033 3.22836
H: 4.50042 2.60890 -4.55282
H: 1.92996 -3.76109 -4.08815
C: -0.65078 -3.63345 -3.32079
C: -1.38983 1.46538 -3.28223
H: -0.19170 0.44110 5.02177
H: -2.47306 -2.79218 4.45159
N: 1.47882 -0.55405 -0.08042
H: -2.69572 -2.05470 2.86464
C: -2.63816 -0.68238 -3.69849
C: 4.45645 -1.53365 1.98050
H: 3.52677 1.25516 -0.13884

Values from the calculation:
E_HOMO (spin up / spin down)   -6.96 / -7.03 eV
Expectation value of S²   0.79
Total charge   0
Spin multiplicity   2
Energy relative to the best compared isomer or geometry (same formula, charge and spin)   0.0 kcal per mole

Results of the Mulliken charge analysis, in e, for atoms 1 through 8:
1. H 0.489
2. H 0.185
3. H 0.346
4. C 0.627
5. C -1.737
6. H 0.268
7. C -1.601
8. H 0.439

Entry 5:
C23H50CsN5O3Se3Si3 | the ωB97M-V functional and the def2-TZVPD basis

Atoms and positions in Å:
C: -0.18143 -3.96058 -1.49059
C: -2.09301 -5.13951 -0.45106
C: 0.38066 2.09438 3.56901
H: 0.37569 1.50128 4.53441
H: -0.07601 3.89517 1.09631
H: 3.59133 3.88583 2.28984
H: 1.74776 -1.97716 0.61823
Se: -1.37845 5.04570 -2.15828
O: -0.99168 -4.90113 -4.12956
H: -0.46315 -2.43104 -2.73164
H: 0.26559 -2.10641 3.81297
C: -2.68055 -3.27226 -1.94667
H: 1.59646 2.46022 -1.72094
H: 3.27125 -2.29887 -0.03384
H: -2.88001 -1.91236 2.36012
H: -5.42089 -0.20187 2.76336
H: -3.39605 1.60125 3.26058
H: -4.56667 -2.48583 2.36745
H: 2.01913 -1.59723 4.20601
C: 0.90496 4.35533 1.24546
C: 2.78024 -1.60893 0.66041
H: 1.47607 -0.26507 -1.99820
H: 2.94083 0.79421 -2.41150
H: -1.07129 -6.25077 -2.61258
H: -4.48473 0.71541 0.62789
Si: 1.64345 1.05645 2.67219
C: 2.00721 1.45881 0.93420
H: -1.50311 -6.03961 -0.24785
H: 1.00865 4.50513 2.28840
Cs: -0.98772 -0.34003 0.05129
H: 0.53230 -0.15302 -3.86026
H: 0.60837 -0.71999 4.82044
Si: 2.15634 3.21586 0.50569
H: 3.84872 5.08656 1.01618
C: -3.58373 0.86814 2.44982
C: -0.56275 3.51103 -4.00320
H: 5.38095 -0.14814 -0.53181
H: -5.08420 1.90903 1.58971
H: 3.08831 0.59787 4.95324
H: 3.06746 -0.98492 -1.96459
O: 0.19679 -2.72843 -2.10282
C: -0.65392 2.70838 -2.79739
N: -4.24285 1.48151 1.27791
H: 1.64207 4.25683 -1.63536
C: 3.12468 1.12285 3.95185
C: -0.10470 2.89318 -5.20603
N: -0.27373 1.36291 -2.82318
H: 0.92626 5.38365 0.85553
H: 0.50755 3.12795 3.74021
C: 0.96453 -1.25446 3.93618
N: -0.85807 4.77310 -3.84619
H: 4.07293 0.92652 3.47749
Se: -2.15422 -4.19777 1.18947
C: 3.69545 4.02062 1.21886
H: 0.47831 1.09253 -6.07836
H: -4.19172 -0.56624 4.00773
N: -1.09817 3.32049 -1.72031
C: -1.65945 -5.35087 -2.91426
C: 4.76221 0.62480 0.05737
H: -0.62389 1.88333 3.15181
H: 3.21435 2.17783 4.29650
C: 2.09418 3.36221 -1.31643
C: 2.50748 -0.04531 -1.75016
C: 0.13949 1.59054 -5.18893
C: -1.64886 -4.40520 -1.70418
H: 4.74847 1.41580 -0.55598
H: -2.58019 0.51331 2.13711
H: 4.59468 3.39820 0.86653
C: -3.93796 -1.62738 2.14123
C: 0.10719 0.87498 -3.91858
O: 0.99257 -0.46638 2.75010
H: -0.11742 3.41431 -6.14306
H: -4.98473 -1.50374 0.28682
H: -2.62111 -5.68550 -3.20193
C: -4.33904 -0.35613 2.93347
H: -1.38110 -4.00729 -4.34781
H: -0.05812 -3.77757 -0.43570
Si: 2.92916 0.20629 0.06289
H: 5.20938 0.88602 1.08492
H: -2.75066 -2.67709 -1.05431
H: -3.65596 -3.74886 -1.98715
H: 0.54312 -4.67675 -1.85451
H: -3.53212 -2.10209 0.29387
H: 3.13798 -1.81974 1.71917
Se: -2.50310 -2.12023 -3.61481
H: -3.02096 -5.57412 -0.67051
N: -4.04369 -1.29734 0.66931
H: 3.16065 3.40748 -1.63898

Values from the calculation:
E_HOMO   -1.33 eV
Total charge   -2
Energy relative to the best compared isomer or geometry (same formula, charge and spin)   16.9 kcal per mole

Results of the Mulliken charge analysis, in e, for atoms 1 through 8:
1. C -0.866
2. C -1.913
3. C -0.942
4. H 0.225
5. H 0.277
6. H 0.246
7. H 0.193
8. Se 0.188

Entry 6:
C3HN3O | the ωB97M-V functional and the def2-TZVPD basis

Atoms and positions in Å:
C: -1.71545 -0.35593 0.05257
O: 1.81338 0.49520 -0.03906
N: 1.78515 -0.98087 -0.01214
N: 0.59123 -1.35904 -0.04511
C: -0.27114 -0.32289 0.12491
H: 0.16219 1.83543 0.01046
N: -2.89968 -0.14871 -0.08205
C: 0.53433 0.83681 -0.00957

Values from the calculation:
E_HOMO   -10.70 eV
Total charge   0
Energy relative to the best compared isomer or geometry (same formula, charge and spin)   24.0 kcal per mole
SMILES   N#Cc1conn1

Atom-resolved charges from Mulliken, all expressed in e:
1. C 0.158
2. O -0.169
3. N -0.169
4. N -0.135
5. C 0.216
6. H 0.429
7. N -0.395
8. C 0.065

Entry 7:
C5H12N2O | the ωB97M-V functional and the def2-TZVPD basis

Atoms and positions in Å:
C: -0.43703 0.57574 -2.70392
C: 0.00044 1.69830 0.36567
N: -0.67581 -1.29662 2.07148
H: 0.74353 2.42080 0.70655
H: 2.50637 0.76386 0.18137
H: -0.80654 1.60208 -2.66856
H: -0.79958 0.02256 -3.56419
H: 0.70916 1.11247 -1.97740
H: 1.45713 -0.62008 0.58041
H: 2.17612 -0.48174 -1.04233
H: -0.82224 -1.48112 1.07447
O: -0.78428 -1.12948 -0.97368
H: -0.84627 2.24064 -0.05431
N: 0.59598 0.84836 -0.68022
H: -1.10381 -2.11210 3.88620
C: 1.75344 0.07643 -0.20578
C: -1.18925 -2.19129 2.80111
H: -0.32947 1.09298 1.21377
H: -1.72980 -3.06658 2.42263
C: -0.41810 -0.07523 -1.43327

Values from the calculation:
E_HOMO   -8.37 eV
Total charge   0
Energy relative to the best compared isomer or geometry (same formula, charge and spin)   106.8 kcal per mole

Results of the Mulliken charge analysis, in e, for atoms 1 through 8:
1. C -1.287
2. C -0.801
3. N -0.424
4. H 0.326
5. H 0.334
6. H 0.275
7. H 0.328
8. H 0.485

Entry 8:
C5H9NS | the ωB97M-V functional and the def2-TZVPD basis

Atoms and positions in Å:
N: 1.49853 -1.08747 0.00302
H: -0.77003 -0.44198 1.48630
H: -1.32980 -1.54953 0.30978
H: -2.48317 -0.13718 -1.03296
H: 3.23902 0.35626 -0.38229
H: -3.09764 -0.03367 0.59081
C: -2.23174 0.26857 -0.03640
C: 2.22809 0.21684 0.21430
H: 2.53689 0.46006 1.33597
C: 0.25736 -0.26608 -0.43041
S: 0.33771 2.45349 0.01007
C: -0.98777 -0.52875 0.42817
H: 0.00254 -0.42347 -1.52341
C: 0.97990 0.96487 -0.09078
H: -2.18752 1.41479 -0.21202
H: 2.00763 -1.66675 -0.67017

Values from the calculation:
E_HOMO   -8.62 eV
Total charge   0
Energy relative to the best compared isomer or geometry (same formula, charge and spin)   50.3 kcal per mole
SMILES   CC[C@@H]1NCC1=S

Results of the Mulliken charge analysis, in e, for atoms 1 through 8:
1. N -0.567
2. H 0.285
3. H 0.319
4. H 0.291
5. H 0.272
6. H 0.323
7. C -0.946
8. C -0.252

- What is the energy relative to the best compared isomer or geometry (same formula, charge and spin) in the seventh record?
  106.8 kcal per mole